1.
Formula: C50H63NO8P2S2
Source: OMol25
Level of theory: ωB97M-V with the def2-TZVPD basis set

The geometry in XYZ format:
```
126
Properties=species:S:1:pos:R:3:forces:R:3
C -1.121140 -1.522582 7.633966 0.2 0.6 -0.8
C -1.971996 -1.118444 6.875551 -0.4 -0.4 -0.3
C -2.959176 -0.587840 5.863438 1.9 0.3 0.9
C -2.183572 0.535432 5.052279 -1.3 0.5 0.2
C -2.414828 0.467913 3.511169 0.2 0.2 0.7
C -1.274552 -0.246498 2.671409 -1.4 1.0 0.3
C -0.600651 -1.315484 3.569461 1.0 -0.2 -0.8
C 0.334376 -2.353425 2.857800 -0.4 -0.8 0.8
C 1.555426 -2.650941 3.783961 -0.8 0.6 -0.1
C 2.745669 -1.684389 3.602452 0.3 -2.1 1.3
N 3.638511 -2.097420 2.514260 -1.2 1.8 1.2
C 4.424200 -1.116952 1.995097 0.7 -0.5 -1.2
C 5.180976 -1.679186 0.969015 -0.8 -0.2 0.8
C 4.794918 -3.061668 0.940726 0.4 -0.1 -0.4
C 3.841709 -3.306224 1.928169 0.8 0.6 -0.9
C -1.960983 -0.792844 1.376407 1.1 -1.5 -0.6
C -2.522714 -2.225189 1.404278 -0.7 -0.1 0.3
C -3.526947 -2.576960 2.533659 -0.9 -1.0 -1.1
C -4.292521 -3.876851 2.060864 0.9 0.7 -0.4
O -4.637509 -4.743101 3.121341 -0.3 0.1 -0.1
O -3.057796 0.054080 0.896978 1.5 1.1 1.0
S -2.387470 1.371769 0.256412 -2.0 1.6 -3.1
O -3.328731 2.452285 0.278384 -0.4 -0.4 1.6
O -2.074740 1.066643 -1.115484 1.5 -1.1 0.8
C -0.897183 1.933415 1.179032 -0.2 -0.4 1.3
S -1.210477 3.592688 1.922068 0.0 0.2 -0.6
C -0.262945 0.866152 2.180398 1.5 -0.3 0.2
O 0.844813 0.274046 1.450336 -0.8 -0.3 -0.4
P 0.501311 1.847846 3.623968 -1.2 0.8 0.8
P 2.171512 3.065683 2.867749 0.2 1.8 0.3
O 2.058563 4.350790 3.555730 -0.2 -0.1 0.3
O 2.002015 3.367475 1.268634 1.1 -1.4 1.0
O 3.638117 2.406714 3.196496 -0.9 -0.5 -1.1
H -0.169624 -1.706783 8.106700 -0.7 -0.1 0.1
H -3.295244 -1.375269 5.174873 -0.1 0.2 0.5
H -3.766316 -0.131274 6.452876 -0.1 -0.3 -0.6
H -2.650905 1.482196 5.391443 0.4 -0.3 -0.2
H -1.140091 0.593780 5.382994 -0.3 -0.1 -0.3
H -2.583232 1.507604 3.176096 0.2 -0.6 -0.1
H -3.395085 -0.020468 3.367628 0.6 0.1 -0.1
H 0.037350 -0.797459 4.309521 -0.4 -0.1 -0.4
H -1.312641 -1.893722 4.182434 0.1 0.5 -0.4
H -0.232145 -3.306659 2.806113 0.3 0.5 -0.1
H 0.597680 -2.103982 1.819786 0.1 0.1 0.5
H 1.814790 -3.717940 3.693674 0.4 0.6 0.0
H 1.205402 -2.525278 4.830294 0.1 -0.2 -0.5
H 2.426623 -0.634886 3.529123 0.1 -0.4 -0.4
H 3.344422 -1.757359 4.538408 -0.3 0.2 -0.4
H 4.374907 -0.107888 2.404718 0.1 -0.3 -0.3
H 5.901267 -1.129593 0.365640 -0.2 -0.4 0.1
H 5.196036 -3.797112 0.243437 -0.2 0.2 0.3
H 3.321439 -4.214109 2.217215 0.2 0.4 -0.1
H -1.209088 -0.763993 0.554737 -0.3 -0.3 0.5
H -3.080288 -2.355485 0.452886 0.3 0.2 0.4
H -1.755093 -3.016918 1.389074 0.0 0.7 0.0
H -4.313532 -1.805106 2.612259 0.6 -0.1 0.4
H -3.073032 -2.838997 3.502735 0.0 0.5 -0.3
H -3.655076 -4.388170 1.301614 -0.2 0.0 0.5
H -5.192478 -3.552982 1.505471 0.1 -0.4 0.5
H -3.947450 -4.725033 3.793750 0.0 0.0 -0.2
H -0.135923 2.146466 0.408586 -0.5 -0.3 0.2
H -2.460035 3.494284 2.442277 0.4 -0.4 -0.3
H 1.670881 0.419693 1.920012 -0.1 -0.1 0.0
H 1.143862 0.968171 4.549749 0.3 -0.3 -0.9
H 2.689337 2.918592 0.745015 -0.3 0.1 -0.2
H 3.583881 1.864083 3.997022 0.1 0.1 -0.1
C -7.354460 -5.879657 -1.740182 0.0 0.0 0.0
C -6.248991 -5.255141 -1.178842 0.0 0.0 0.0
C -5.892426 -3.975714 -1.586448 0.0 0.0 0.0
C -6.639384 -3.322937 -2.558154 0.0 0.0 0.0
C -7.739565 -3.951532 -3.125422 0.0 0.0 0.0
C -8.098138 -5.228893 -2.715737 0.0 0.0 0.0
H -7.636316 -6.874421 -1.417929 0.0 0.0 0.0
H -5.664861 -5.765569 -0.422099 0.0 0.0 0.0
H -5.031378 -3.486296 -1.146244 0.0 0.0 0.0
H -6.363023 -2.324309 -2.874090 0.0 0.0 0.0
H -8.318991 -3.444906 -3.887430 0.0 0.0 0.0
H -8.957840 -5.718010 -3.156927 0.0 0.0 0.0
C 8.307490 0.924563 2.807175 0.2 -0.1 0.2
C 9.616641 1.288681 2.520489 0.0 0.0 0.0
C 10.521635 0.333112 2.077230 0.0 0.0 0.0
C 10.118627 -0.987965 1.924506 0.0 0.0 0.0
C 8.811741 -1.353242 2.219600 0.0 0.0 0.0
C 7.906724 -0.396906 2.658971 0.0 0.1 0.1
H 7.599454 1.670968 3.146898 0.0 0.0 0.0
H 9.931557 2.318008 2.641791 0.0 0.0 0.0
H 11.541852 0.617559 1.850530 0.0 0.0 0.0
H 10.823942 -1.732554 1.576395 0.0 0.0 0.0
H 8.497196 -2.383818 2.106081 0.0 0.0 0.0
H 6.888046 -0.680647 2.886384 0.0 0.0 0.0
C -4.506155 3.307498 -5.505066 0.0 0.0 0.0
C -5.033948 2.080357 -5.885725 -0.1 0.0 0.0
C -4.855207 0.966841 -5.075259 0.0 0.0 0.0
C -4.144786 1.079572 -3.886345 0.0 0.0 -0.1
C -3.609453 2.303506 -3.510046 0.0 0.1 0.0
C -3.791561 3.418271 -4.318876 -0.1 -0.1 -0.1
H -4.650893 4.178061 -6.133671 0.0 0.0 0.0
H -5.585638 1.991722 -6.814215 0.0 0.0 0.0
H -5.269843 0.010140 -5.370336 0.0 0.0 0.0
H -4.006678 0.212226 -3.252040 0.0 0.0 0.0
H -3.053324 2.388065 -2.589100 0.0 0.0 0.0
H -3.375962 4.374392 -4.024586 0.0 0.0 0.0
C 7.732849 2.212782 -0.799905 0.0 0.0 0.0
C 7.599612 3.076197 -1.879944 0.0 0.0 0.0
C 6.521574 3.949786 -1.943664 0.0 0.0 0.0
C 5.573555 3.957733 -0.928906 0.0 0.0 0.0
C 5.702669 3.087764 0.145992 0.0 0.0 -0.1
C 6.782574 2.216541 0.211252 -0.2 0.0 0.0
H 8.577245 1.535760 -0.746131 0.0 0.0 0.0
H 8.337526 3.068946 -2.672806 0.0 0.0 0.0
H 6.420277 4.625067 -2.784226 0.0 0.0 0.0
H 4.734279 4.641493 -0.976723 0.0 0.0 0.0
H 4.961127 3.088514 0.937896 0.1 0.0 0.1
H 6.883366 1.541839 1.049596 0.0 0.0 -0.2
C -3.366646 3.617754 -11.550418 0.0 0.0 0.0
C -2.772871 2.412174 -11.200762 0.0 0.0 0.0
C -2.712981 2.027816 -9.867689 0.0 0.0 0.0
C -3.243408 2.851022 -8.882763 0.1 0.0 0.0
C -3.829065 4.060567 -9.232162 0.0 0.0 0.0
C -3.892320 4.443536 -10.565578 0.0 0.0 0.0
H -3.419038 3.914459 -12.590809 0.0 0.0 0.0
H -2.356853 1.770950 -11.968433 0.0 0.0 0.0
H -2.252694 1.085886 -9.595430 0.0 0.0 0.0
H -3.198876 2.550427 -7.844147 0.0 0.0 0.0
H -4.237808 4.706050 -8.464095 0.0 0.0 0.0
H -4.351324 5.386204 -10.837718 0.0 0.0 0.0
```
Positions in Å, forces in eV/Å.

Calculated values
structure (SMILES): C#CCCC[C@@]1(CCCCn2cccc2)[C@@H](CCCO)OS(=O)(=O)[C@@H](S)[C@@]1(O)PP(=O)(O)O.c1ccccc1.c1ccccc1.c1ccccc1.c1ccccc1.c1ccccc1
M: 932.1 g/mol
E: -4078.6696 hartree
strongest force on any atom: 4.0 eV/A
frontier orbital gap: 8.580 eV



2.
Formula: C27H26CoIN3S2
Source: OMol25
Level of theory: ωB97M-V with the def2-TZVPD basis set

The geometry in XYZ format:
```
60
Properties=species:S:1:pos:R:3:forces:R:3
Co 0.316383 -1.538291 -0.705890 -0.1 -0.2 0.1
C -0.094347 2.532081 0.544431 0.0 0.1 0.0
N -0.231699 1.099761 0.601276 0.1 -0.1 -0.1
C 0.132203 0.533488 1.883869 0.0 0.1 0.0
C 1.632291 0.551722 2.117119 0.1 0.0 -0.1
N 2.368919 -0.245532 1.137718 0.0 0.0 0.1
C 3.203135 0.577605 0.290783 0.0 0.0 -0.1
C 2.996843 -1.411739 1.678113 0.1 0.2 0.0
C 4.307215 -1.332981 2.138216 0.0 0.0 0.0
C 4.959440 -2.420816 2.699811 -0.1 0.0 0.0
C 4.263608 -3.619293 2.804037 0.1 0.0 0.0
C 2.966140 -3.705545 2.340222 -0.1 -0.1 0.0
C 2.286857 -2.623549 1.761406 -0.1 -0.1 0.0
S 0.650653 -2.852405 1.191586 0.0 -0.1 0.3
C -1.532571 0.590257 0.136484 0.0 0.1 0.0
C -2.576666 1.194349 1.040260 -0.1 0.0 0.0
C -3.864260 1.327801 0.750743 0.1 0.0 0.1
C -4.353497 0.766919 -0.522271 -0.1 0.1 0.0
C -3.483390 -0.699865 -1.862119 0.0 -0.2 -0.1
C -1.997837 -0.862476 -1.529548 -0.1 0.1 0.0
S -1.070705 -1.995358 -2.537383 0.1 0.1 -0.1
H -0.610405 3.064266 1.367626 0.0 0.0 0.0
H -0.499555 2.904917 -0.395752 0.0 0.0 0.0
H 0.960515 2.820820 0.578899 0.0 0.0 0.0
H -0.192933 -0.504575 1.885541 0.0 -0.1 0.1
H -0.361939 1.056148 2.731448 0.1 0.0 0.0
H 1.856175 0.215327 3.137802 -0.1 -0.1 -0.1
H 2.000266 1.584781 2.051515 0.0 0.0 0.1
H 3.920482 1.203758 0.856448 0.0 0.0 0.0
H 2.554056 1.245976 -0.279386 0.0 0.0 0.0
H 3.735669 -0.054556 -0.419045 0.0 0.0 0.0
H 4.827304 -0.386630 2.044352 0.0 0.0 0.0
H 5.985148 -2.335500 3.039064 0.0 0.0 0.0
H 4.737392 -4.500062 3.225844 0.0 0.0 0.0
H 2.437210 -4.650010 2.385725 0.0 0.0 0.0
H -2.220969 1.533909 2.007171 0.0 0.0 0.0
H -4.552113 1.757989 1.473270 0.0 0.0 0.0
H -5.331083 1.167810 -0.804854 0.0 0.0 0.0
H -3.793585 -1.201879 -2.777684 0.0 0.0 0.0
C 1.351791 2.091250 -3.748582 0.0 0.0 0.0
C 0.140171 2.746028 -3.905895 0.0 0.0 0.0
C -0.949995 2.338361 -3.153728 0.1 -0.1 0.0
C -0.787461 1.293748 -2.247461 0.1 -0.1 0.0
N 0.386531 0.649758 -2.109595 -0.1 0.2 0.0
C 1.419383 1.036541 -2.845768 -0.1 0.0 0.0
C -1.854579 0.719905 -1.406367 0.1 0.1 0.0
C -3.371068 0.836699 -1.725704 0.0 0.1 0.0
C -4.383943 -0.818439 -0.617497 -0.2 0.0 0.0
C -3.809313 -1.637428 0.506240 0.0 -0.1 0.1
C -2.497095 -1.725682 0.762311 -0.1 0.1 -0.1
C -1.535252 -0.963903 -0.080278 0.0 -0.2 0.1
H 2.228104 2.364207 -4.322432 0.0 0.0 0.0
H 0.040742 3.562329 -4.613939 0.0 0.0 0.0
H -1.917755 2.813632 -3.251564 0.0 0.0 0.0
H 2.321073 0.447107 -2.719072 0.0 0.0 0.0
H -3.651436 1.530166 -2.520079 0.0 0.0 0.0
H -5.402008 -1.154249 -0.839716 0.0 0.0 0.0
H -4.508990 -2.193272 1.127774 0.0 0.0 0.0
H -2.152064 -2.350395 1.581433 0.0 0.0 0.0
I 2.602796 -2.374964 -1.936945 0.2 0.0 -0.1
```
Positions in Å, forces in eV/Å.

Calculated values
energy relative to the best compared isomer or geometry (same formula, charge and spin): 0.0 kcal/mol
M: 642.5 g/mol
E: -3685.5220 hartree
total charge: -2
strongest force on any atom: 0.3 eV/A
spin multiplicity: 2
frontier orbital gap (spin up / spin down): 5.509 / 5.359 eV



3.
Formula: C5H5Br
Source: OMol25
Level of theory: ωB97M-V with the def2-TZVPD basis set

The geometry in XYZ format:
```
11
Properties=species:S:1:pos:R:3:forces:R:3
C 0.514370 2.686246 -0.222828 -0.9 2.5 0.1
C 0.698583 1.677584 0.387770 2.1 -5.1 0.1
C 1.175989 0.085596 0.463990 0.6 3.2 2.0
Br 3.034623 -0.168414 -0.063220 0.3 0.5 0.1
C 0.367890 -0.665367 -0.451473 -2.2 -2.6 -1.5
C -0.846535 -1.075629 -0.072550 -0.9 -0.4 -1.1
H 0.211919 3.710421 -0.448853 0.4 -0.9 -0.1
H 1.189804 -0.393240 1.485157 -0.4 1.2 -0.9
H 0.823480 -1.073751 -1.389132 -0.6 0.9 0.8
H -1.614736 -1.608252 -0.667096 1.2 0.1 -0.3
H -1.342217 -0.876794 0.853438 0.4 0.7 0.9
```
Positions in Å, forces in eV/Å.

Calculated values
structure (SMILES): C#C[C@H](Br)C=C
energy relative to the best compared isomer or geometry (same formula, charge and spin): 39.7 kcal/mol
M: 145.0 g/mol
E: -2767.3916 hartree
strongest force on any atom: 5.5 eV/A
frontier orbital gap: 10.628 eV